{"formula": "C57H138N6O15", "method": "the ωB97M-V functional and the def2-TZVPD basis", "symbols": ["C", "O", "H", "H", "H", "H", "C", "O", "H", "H", "H", "H", "C", "O", "H", "H", "H", "H", "O", "H", "H", "O", "H", "H", "O", "H", "H", "O", "H", "H", "O", "H", "H", "O", "H", "H", "C", "C", "C", "C", "C", "C", "N", "O", "C", "C", "C", "H", "H", "H", "H", "H", "H", "H", "H", "H", "H", "H", "H", "H", "H", "H", "H", "H", "H", "H", "C", "C", "C", "C", "C", "C", "N", "O", "C", "C", "C", "H", "H", "H", "H", "H", "H", "H", "H", "H", "H", "H", "H", "H", "H", "H", "H", "H", "H", "H", "C", "C", "C", "C", "C", "C", "N", "O", "C", "C", "C", "H", "H", "H", "H", "H", "H", "H", "H", "H", "H", "H", "H", "H", "H", "H", "H", "H", "H", "H", "C", "C", "C", "C", "C", "C", "N", "O", "C", "C", "C", "H", "H", "H", "H", "H", "H", "H", "H", "H", "H", "H", "H", "H", "H", "H", "H", "H", "H", "H", "C", "C", "C", "C", "C", "C", "N", "O", "C", "C", "C", "H", "H", "H", "H", "H", "H", "H", "H", "H", "H", "H", "H", "H", "H", "H", "H", "H", "H", "H", "C", "C", "C", "C", "C", "C", "N", "O", "C", "C", "C", "H", "H", "H", "H", "H", "H", "H", "H", "H", "H", "H", "H", "H", "H", "H", "H", "H", "H", "H"], "coordinates": [[2.44274, -3.91060, 1.10935], [2.54706, -5.09922, 1.78851], [3.30007, -3.66685, 0.48191], [1.51842, -3.90796, 0.53167], [2.37121, -3.00897, 1.71766], [1.89212, -5.16443, 2.48737], [4.08505, -0.63639, -4.10949], [3.29464, 0.53559, -4.25574], [3.79996, -1.23170, -3.24207], [3.78828, -1.27863, -4.93868], [5.11572, -0.31486, -3.95971], [3.24944, 0.82690, -5.16936], [-0.43528, 3.75924, -0.91424], [0.82634, 4.32443, -0.99705], [-0.39603, 2.83042, -1.48332], [-0.77159, 3.39255, 0.05557], [-1.12395, 4.36210, -1.50617], [1.55913, 3.73719, -0.79760], [0.19044, -6.35013, -2.15822], [-0.64720, -6.27986, -1.70033], [0.37660, -5.45968, -2.45600], [-0.70131, -3.03248, -1.37462], [-0.52839, -3.63967, -0.65514], [-1.23139, -2.33920, -0.98141], [2.15418, 0.66335, -1.20923], [1.91027, 0.38142, -2.09085], [2.82581, 1.33110, -1.34802], [2.03747, -3.23966, -2.23497], [1.10061, -3.11179, -2.08603], [2.12306, -3.30091, -3.18636], [-3.64096, -3.55120, 0.74622], [-4.31244, -3.43405, 0.07419], [-3.49838, -4.49710, 0.78069], [-0.42957, -0.60224, -0.37405], [-0.29667, -1.16310, -1.13826], [0.45469, -0.39454, -0.07211], [-1.69465, -6.47618, 4.39900], [-0.82072, -5.30448, 4.10170], [-1.09305, -4.09637, 5.01081], [-0.39232, -4.39182, 6.39405], [1.10958, -4.38646, 6.19531], [1.53890, -5.56873, 5.29432], [0.64660, -5.63320, 4.09433], [0.89497, -6.73289, 3.23583], [2.95916, -5.18503, 4.89908], [1.49088, -6.87566, 6.12649], [-1.17215, -4.86298, 2.65864], [-1.23715, -7.20183, 5.07147], [-1.87262, -7.23178, 3.63382], [-2.66888, -6.17781, 4.78626], [-0.81740, -3.10081, 4.66300], [-2.14126, -4.01824, 5.29936], [-0.92892, -5.25499, 6.78788], [-0.58980, -3.57256, 7.08536], [1.60644, -4.39533, 7.16544], [1.28004, -3.38594, 5.79782], [3.28453, -5.91965, 4.16249], [3.02173, -4.13415, 4.61653], [3.68284, -5.34554, 5.69822], [0.62258, -7.50785, 5.94076], [2.28560, -7.56243, 5.83519], [1.46497, -6.69311, 7.20078], [-0.74538, -5.50444, 1.88760], [-0.71818, -3.87486, 2.58355], [-2.22774, -4.84317, 2.38764], [0.80332, -7.46458, 3.85051], [-2.31260, -0.26331, 8.73879], [-1.45952, 0.60029, 7.65434], [-0.00798, 0.07821, 7.75422], [0.92907, 0.44178, 6.62074], [0.33819, -0.06123, 5.30348], [-1.06188, 0.57996, 5.05412], [-1.87152, 0.30831, 6.28929], [-3.26926, 0.22092, 6.08042], [-1.15445, 2.08789, 4.71499], [-1.66766, -0.33216, 3.89390], [-1.55047, 2.11965, 8.05214], [-3.32347, 0.13640, 8.65832], [-1.99004, -0.06895, 9.76166], [-2.47055, -1.28825, 8.40313], [0.37892, 0.60459, 8.62677], [-0.00316, -0.97838, 8.02196], [1.79747, -0.20526, 6.74453], [1.30982, 1.46275, 6.59318], [0.36496, -1.14918, 5.24222], [1.13109, 0.26126, 4.62865], [-2.16766, 2.47880, 4.62171], [-0.35930, 2.69750, 5.14419], [-0.83967, 2.03488, 3.67278], [-1.67384, -1.40451, 4.08920], [-2.68517, -0.11438, 3.56934], [-0.92436, -0.21379, 3.10549], [-0.81589, 2.65754, 7.45283], [-1.44006, 2.43315, 9.09023], [-2.49626, 2.46767, 7.63684], [-3.48093, 1.13450, 5.87508], [-3.40724, -1.52414, -5.89246], [-3.67731, -1.01024, -4.38731], [-2.41923, -0.91037, -3.55515], [-1.54337, 0.33225, -3.87147], [-2.36971, 1.55209, -3.58115], [-3.67405, 1.65027, -4.44292], [-4.35389, 0.29557, -4.31563], [-5.53705, 0.23327, -5.06782], [-4.58966, 2.64932, -3.73882], [-3.33791, 2.12194, -5.93888], [-4.57319, -2.00831, -3.62997], [-4.35169, -1.81527, -6.35218], [-2.75184, -2.37984, -5.73020], [-2.80325, -0.83035, -6.47723], [-2.69506, -1.04116, -2.50877], [-1.73586, -1.74982, -3.68334], [-1.30480, 0.38295, -4.93383], [-0.57541, 0.27685, -3.37341], [-1.68765, 2.37994, -3.77495], [-2.65813, 1.70973, -2.54188], [-5.42930, 2.86733, -4.39879], [-5.07211, 2.20869, -2.86636], [-3.96440, 3.51780, -3.53174], [-3.00002, 3.15819, -5.92842], [-2.58221, 1.55745, -6.48512], [-4.22856, 1.93467, -6.53869], [-5.30132, -2.46059, -4.30330], [-5.20634, -1.43314, -2.95441], [-4.09045, -2.82387, -3.09153], [-6.25331, 0.27815, -4.43020], [-4.22885, 3.84128, -0.28230], [-4.76335, 4.49018, 1.00242], [-3.65192, 5.58928, 1.30557], [-4.17899, 6.82725, 2.04193], [-5.46803, 7.43371, 1.38530], [-6.60936, 6.41964, 1.28909], [-6.06138, 5.13061, 0.68146], [-6.95623, 4.18503, 0.31883], [-7.36092, 6.07042, 2.51610], [-7.65912, 7.13735, 0.40960], [-4.99122, 3.48904, 2.13579], [-4.88820, 3.07173, -0.68372], [-3.30716, 3.26224, -0.22479], [-4.18488, 4.56810, -1.09341], [-2.85169, 5.13871, 1.89269], [-3.17375, 5.94219, 0.39184], [-3.38404, 7.56851, 2.12365], [-4.33625, 6.54678, 3.08343], [-5.28293, 7.87775, 0.40721], [-5.85842, 8.27158, 1.96295], [-7.89322, 6.89890, 2.98340], [-8.06330, 5.28324, 2.24204], [-6.71122, 5.79526, 3.34692], [-7.33989, 7.23307, -0.62820], [-8.60602, 6.67081, 0.13788], [-8.01581, 8.01530, 0.94819], [-5.46429, 2.54936, 1.85068], [-5.67450, 3.84835, 2.90529], [-3.99826, 3.19300, 2.47415], [-6.91340, 4.20431, -0.64002], [4.17906, 1.61754, -9.44625], [3.81117, 1.70350, -7.97886], [3.29005, 3.12205, -7.63355], [1.84502, 3.34546, -8.06812], [0.93832, 2.24325, -7.57300], [1.39344, 0.77977, -7.82507], [2.81938, 0.63184, -7.45772], [3.29039, -0.62535, -7.62817], [0.67907, -0.16610, -6.84270], [1.10250, 0.49572, -9.33659], [5.18475, 1.59010, -7.14923], [5.03245, 2.23942, -9.71663], [3.41484, 1.92450, -10.16028], [4.51308, 0.58459, -9.54399], [3.42365, 3.36633, -6.57972], [3.91920, 3.80084, -8.20933], [1.81156, 3.36353, -9.15746], [1.53361, 4.36920, -7.86057], [0.03738, 2.42318, -8.15953], [0.60083, 2.37622, -6.54513], [0.86083, 0.04929, -5.78976], [-0.40424, -0.16849, -6.96327], [0.99852, -1.15709, -7.16518], [1.38125, -0.52819, -9.58563], [0.03948, 0.58065, -9.56215], [1.63459, 1.14698, -10.03001], [5.89265, 2.41645, -7.08498], [5.74488, 0.75973, -7.57918], [5.01123, 1.26755, -6.12261], [3.73591, -0.88857, -6.81957], [5.32424, 1.90856, 1.68334], [5.45425, 0.35421, 1.33985], [5.72637, 0.16929, -0.14303], [5.97517, -1.27904, -0.53561], [7.12332, -1.78662, 0.22061], [7.06544, -1.60189, 1.79327], [6.66656, -0.17430, 2.05239], [6.60354, 0.18559, 3.38323], [6.13452, -2.70063, 2.39261], [8.48906, -1.81605, 2.42468], [4.03756, -0.29798, 1.62129], [4.91954, 2.11721, 2.67368], [4.67398, 2.39297, 0.95491], [6.26287, 2.42323, 1.47791], [4.84768, 0.53087, -0.67713], [6.57389, 0.77873, -0.45671], [6.15771, -1.37358, -1.60605], [5.12080, -1.94111, -0.39482], [8.06906, -1.39582, -0.15480], [7.27079, -2.80419, -0.14119], [5.32155, -3.02290, 1.74198], [6.79174, -3.54351, 2.60641], [5.75671, -2.35587, 3.35515], [9.06251, -0.91062, 2.62332], [8.35690, -2.24123, 3.41960], [9.16596, -2.48386, 1.89182], [4.02433, -0.79842, 2.58953], [3.77810, -1.08489, 0.91309], [3.30588, 0.50452, 1.71471], [7.53104, 0.35893, 3.56015]], "mol_weight_g_mol": 1147.76, "e_tot_ha": -3711.20109, "fmax_ev_per_a": 4.4}